# 1
Formula: C17H28BF3NO2
Source: the Open Molecules 2025 dataset
Level of theory: ωB97M-V/def2-TZVPD

Last column: Mulliken charge in e.
Atoms and positions in Å:
1 F -3.55 1.21 1.16  -0.238
2 C -3.03 2.42 1.60  0.785
3 F -1.67 2.45 1.49  -0.204
4 F -3.29 2.43 2.96  -0.287
5 O -3.68 3.50 1.08  -0.342
6 C -3.03 4.06 -0.10  -0.322
7 B -3.11 3.13 -1.43  0.307
8 C -2.32 1.74 -1.65  -0.058
9 O -1.27 1.84 -2.66  -0.460
10 C -0.33 2.82 -2.26  0.232
11 C 0.49 2.54 -1.07  0.196
12 C 1.49 3.49 -0.56  -0.700
13 C 1.63 4.73 -1.32  -0.421
14 C 0.85 5.00 -2.51  -0.380
15 C -0.15 4.04 -3.03  -0.384
16 H -1.98 4.44 0.09  0.264
17 H -3.62 4.99 -0.35  0.273
18 H -3.78 3.50 -2.34  -0.071
19 H -3.07 0.99 -2.03  0.294
20 H -1.87 1.29 -0.72  -0.170
21 H 0.30 1.57 -0.52  0.109
22 H 2.07 3.24 0.36  0.367
23 H 2.38 5.48 -0.94  0.348
24 H 1.00 5.94 -3.09  0.359
25 H -0.74 4.27 -3.95  0.426
26 C 0.30 -4.63 2.87  -1.173
27 C 1.71 -4.36 2.35  -0.593
28 C 1.90 -2.94 1.82  -0.580
29 N 1.75 -2.78 0.31  0.206
30 C 3.00 -3.25 -0.38  -1.050
31 C 0.53 -3.44 -0.29  -0.687
32 C -0.60 -2.51 0.07  -0.909
33 C 0.00 -1.12 -0.12  -0.114
34 C 1.52 -1.29 0.00  -0.634
35 H -0.43 -4.76 2.07  0.239
36 H 0.28 -5.54 3.47  0.389
37 H -0.05 -3.81 3.51  0.322
38 H 1.99 -5.12 1.61  0.260
39 H 2.39 -4.49 3.19  0.429
40 H 2.91 -2.59 2.05  0.390
41 H 1.20 -2.25 2.29  0.556
42 H 3.14 -4.31 -0.17  0.345
43 H 3.84 -2.67 -0.01  0.411
44 H 2.89 -3.10 -1.46  0.441
45 H 0.67 -3.48 -1.37  0.444
46 H 0.43 -4.46 0.08  0.471
47 H -0.91 -2.64 1.11  0.298
48 H -1.48 -2.67 -0.55  0.493
49 H -0.39 -0.41 0.61  0.202
50 H -0.25 -0.73 -1.11  0.331
51 H 1.96 -0.69 0.79  0.275
52 H 2.01 -1.06 -0.95  0.316

Summary:
LUMO, eV: -2.4254
Total charge: +1
Calculated total energy, eV: -32488.7496
Frontier orbital gap, hartree: 0.3208
E_HOMO, Ha: -0.4100


# 2
Formula: C17H28BN6NaO5S2
Source: the Open Molecules 2025 dataset
Level of theory: ωB97M-V/def2-TZVPD

Last column: Mulliken charge in e.
Atoms and positions in Å:
1 Na 1.15 -13.07 -10.00  0.886
2 N -1.19 -14.67 -9.14  0.164
3 C -1.69 -16.03 -8.99  -0.727
4 C -0.50 -16.96 -8.70  -0.225
5 C 0.33 -17.39 -9.90  -1.283
6 C 0.73 -16.28 -10.89  -0.408
7 N 1.81 -15.45 -10.33  -0.250
8 H -0.56 -14.41 -8.37  -0.219
9 H -1.91 -13.95 -9.15  0.117
10 H -2.20 -16.33 -9.90  0.417
11 H -2.43 -16.15 -8.20  0.382
12 H -0.85 -17.89 -8.27  0.427
13 H 0.13 -16.50 -7.93  0.164
14 H -0.16 -18.15 -10.48  0.481
15 H 1.24 -17.89 -9.55  0.342
16 H -0.11 -15.64 -11.09  0.082
17 H 1.11 -16.76 -11.81  0.554
18 H 1.73 -15.32 -9.33  0.088
19 H 2.73 -15.84 -10.54  0.175
20 B -2.34 -11.84 -12.16  0.109
21 N -1.01 -12.39 -12.81  -0.115
22 C -0.83 -12.54 -14.10  -0.141
23 C 0.30 -13.32 -14.33  -1.126
24 C 0.82 -13.54 -13.06  -0.230
25 N 0.02 -12.98 -12.13  -0.099
26 N -2.27 -10.41 -11.48  0.449
27 C -3.10 -9.38 -11.73  -0.198
28 C -2.75 -8.33 -10.86  -0.743
29 C -1.65 -8.83 -10.15  -0.315
30 N -1.38 -10.09 -10.53  -0.609
31 H -3.13 -11.68 -13.07  -0.229
32 H -2.69 -12.63 -11.30  -0.205
33 H -1.51 -12.11 -14.85  0.354
34 H 0.65 -13.69 -15.28  0.349
35 H 1.69 -14.06 -12.74  0.565
36 H -3.82 -9.45 -12.53  0.366
37 H -3.16 -7.32 -10.85  0.315
38 H -1.05 -8.37 -9.38  0.434
39 C -0.72 -10.96 -5.52  -0.915
40 S -2.04 -11.48 -6.62  0.799
41 O -3.25 -10.74 -6.12  -0.802
42 C -2.17 -13.13 -6.02  0.331
43 C -1.04 -13.88 -5.75  -0.363
44 C -1.24 -15.16 -5.29  -0.613
45 C -2.52 -15.68 -5.14  -0.563
46 C -3.64 -14.92 -5.50  -0.434
47 C -3.46 -13.63 -5.93  -0.617
48 H -0.86 -11.29 -4.49  0.311
49 H -0.77 -9.87 -5.60  0.417
50 H 0.21 -11.34 -5.97  0.298
51 H -0.05 -13.51 -5.86  0.409
52 H -0.41 -15.76 -4.99  0.432
53 H -2.61 -16.71 -4.84  0.325
54 H -4.63 -15.34 -5.41  0.365
55 H -4.29 -13.02 -6.17  0.479
56 O 2.37 -11.92 -8.29  -0.847
57 S 2.30 -13.12 -7.40  1.340
58 O 3.46 -13.99 -7.55  -0.811
59 O 1.12 -13.99 -7.83  -0.832
60 O 2.00 -12.70 -6.02  -0.803

Summary:
Energy above the lowest of the compared OMol25 structures with the same formula, charge and spin, kJ/mol: 0.00
LUMO, eV: 3.9035
Total charge: -2
Calculated total energy, eV: -64028.5717
Frontier orbital gap, hartree: 0.2325
E_HOMO, Ha: -0.0890


# 3
Formula: C17H28BeCl3F4LiN2NaO3
Source: the Open Molecules 2025 dataset
Level of theory: ωB97M-V/def2-TZVPD

Last column: Mulliken charge in e.
Atoms and positions in Å:
1 C 4.09 -0.04 1.73  -0.520
2 C 3.71 1.40 2.21  -0.508
3 C 3.21 2.35 1.10  -0.664
4 C 2.10 1.74 0.16  0.233
5 O 0.92 2.48 0.38  -0.379
6 N -0.16 1.78 -0.15  -0.012
7 C -1.32 2.11 0.58  -0.733
8 C -1.65 1.21 1.85  -0.690
9 C -0.58 0.18 2.21  0.526
10 C -1.07 -0.74 3.35  -0.999
11 C -1.73 -2.05 2.89  -0.668
12 O -1.06 -3.20 3.37  -0.304
13 C 0.15 -3.44 2.85  0.683
14 C 0.43 -3.17 1.37  -0.642
15 O 1.04 -3.89 3.51  -0.601
16 H 4.97 -0.40 2.26  0.342
17 H 3.28 -0.74 1.90  0.062
18 H 4.33 -0.05 0.66  -0.076
19 H 4.62 1.81 2.66  0.350
20 H 2.97 1.31 3.00  0.361
21 H 2.74 3.21 1.59  0.432
22 H 4.04 2.77 0.48  0.220
23 H 2.33 1.88 -0.95  -0.127
24 H 1.94 0.67 0.29  0.119
25 H -1.28 3.16 0.91  0.280
26 H -2.18 2.05 -0.11  0.254
27 H -1.80 1.88 2.70  0.348
28 H -2.61 0.72 1.65  0.262
29 H -0.35 -0.45 1.35  0.233
30 H 0.29 0.76 2.54  -0.257
31 H -0.27 -0.93 4.08  0.529
32 H -1.82 -0.16 3.90  0.421
33 H -2.73 -2.10 3.33  0.451
34 H -1.91 -2.05 1.81  0.218
35 H 0.60 -4.15 0.92  0.356
36 H -0.36 -2.70 0.80  0.260
37 H 1.38 -2.63 1.32  -0.019
38 N -1.27 1.63 -3.99  -0.339
39 C -1.59 1.11 -5.18  -0.183
40 C -1.19 -0.18 -5.54  -0.338
41 C -0.46 -0.94 -4.64  -0.525
42 C -0.13 -0.39 -3.42  -0.216
43 C -0.58 0.91 -3.15  -0.208
44 H -2.14 1.74 -5.86  0.298
45 H -1.44 -0.57 -6.52  0.392
46 H -0.13 -1.94 -4.89  0.384
47 H 0.44 -0.93 -2.68  0.231
48 H -0.39 1.39 -2.20  0.725
49 Na 4.31 1.80 -0.69  0.699
50 Be 3.29 -1.01 -1.63  0.280
51 F -2.97 1.82 -2.27  -0.598
52 F -3.73 0.91 -5.08  -0.633
53 Li 2.76 3.84 -2.28  0.932
54 C -4.63 -1.20 -1.06  -0.185
55 Cl -3.35 -0.81 -2.17  0.084
56 Cl -4.23 -2.62 -0.07  -0.144
57 Cl -5.00 0.18 -0.01  -0.142
58 H -5.53 -1.43 -1.62  0.392
59 F -1.37 -5.57 3.58  -0.909
60 F 2.97 1.62 -3.01  -0.735

Summary:
LUMO, eV: -1.6810
Total charge: -1
Calculated total energy, eV: -80650.1845
Frontier orbital gap, hartree: 0.0567
E_HOMO, Ha: -0.1184


# 4
Formula: C17H28CdF2N7
Source: the Open Molecules 2025 dataset
Level of theory: ωB97M-V/def2-TZVPD

Last column: Mulliken charge in e.
Atoms and positions in Å:
1 Cd 0.45 0.03 -0.07  3.105
2 N -0.07 -2.29 -1.92  -0.403
3 C 0.43 -3.49 -1.24  -1.185
4 C 1.13 -3.18 0.04  -0.716
5 N 0.52 -2.26 1.05  0.829
6 C 1.41 -2.17 2.20  -0.769
7 C 2.68 -1.47 1.97  -1.035
8 N 2.44 -0.05 1.64  -0.612
9 C -0.79 -2.77 1.53  -1.031
10 C -1.99 -2.27 0.77  -0.854
11 N -1.92 -0.78 0.58  -0.498
12 H -0.77 -2.41 -2.66  0.242
13 H 0.71 -1.88 -2.41  0.108
14 H 1.15 -4.09 -1.93  0.407
15 H -0.43 -4.09 -1.03  0.445
16 H 2.03 -2.56 -0.21  0.276
17 H 1.44 -4.08 0.61  0.284
18 H 1.53 -3.16 2.66  0.492
19 H 0.96 -1.44 2.93  0.244
20 H 3.37 -1.83 1.15  0.369
21 H 3.26 -1.64 2.86  0.448
22 H 3.23 0.25 1.11  0.207
23 H 2.34 0.59 2.47  0.217
24 H -0.94 -2.46 2.57  0.574
25 H -0.78 -3.86 1.52  0.349
26 H -2.88 -2.54 1.36  0.411
27 H -2.01 -2.60 -0.27  0.381
28 H -2.33 -0.33 1.37  0.179
29 H -2.48 -0.59 -0.23  0.106
30 N 0.20 3.12 -0.58  -0.003
31 C -0.27 3.01 0.69  0.306
32 C -0.72 4.16 1.33  -0.828
33 C -1.15 3.96 2.64  -0.441
34 C -1.03 2.68 3.26  -1.016
35 C -0.58 1.65 2.50  -0.317
36 N -0.25 1.81 1.26  0.167
37 C -0.46 2.67 -1.76  0.531
38 C -0.37 3.33 -2.95  -0.873
39 C -1.15 2.87 -4.01  -0.308
40 C -1.98 1.77 -3.85  -1.101
41 C -1.88 1.11 -2.62  -0.032
42 N -1.16 1.55 -1.62  0.012
43 H 0.61 4.03 -0.72  0.317
44 H -0.74 5.08 0.77  0.462
45 H -1.58 4.80 3.12  0.447
46 H -1.44 2.61 4.24  0.466
47 H -0.66 0.65 2.87  0.307
48 H 0.21 4.23 -2.97  0.367
49 H -1.12 3.37 -5.01  0.355
50 H -2.55 1.41 -4.65  0.467
51 H -2.43 0.18 -2.39  0.243
52 F 1.58 -0.08 -3.07  -0.350
53 C 1.93 -0.10 -1.69  -0.898
54 F 2.74 -1.25 -1.62  -0.324
55 H 2.57 0.79 -1.59  0.477

Summary:
Energy above the lowest of the compared OMol25 structures with the same formula, charge and spin, kJ/mol: 148.52
LUMO, eV: -2.3509
Total charge: +1
Calculated total energy, eV: -38507.4419
Frontier orbital gap, hartree: 0.3178
E_HOMO, Ha: -0.4042


Copy entry 2 word for word.
Formula: C17H28BN6NaO5S2
Source: the Open Molecules 2025 dataset
Level of theory: ωB97M-V/def2-TZVPD

Last column: Mulliken charge in e.
Atoms and positions in Å:
1 Na 1.15 -13.07 -10.00  0.886
2 N -1.19 -14.67 -9.14  0.164
3 C -1.69 -16.03 -8.99  -0.727
4 C -0.50 -16.96 -8.70  -0.225
5 C 0.33 -17.39 -9.90  -1.283
6 C 0.73 -16.28 -10.89  -0.408
7 N 1.81 -15.45 -10.33  -0.250
8 H -0.56 -14.41 -8.37  -0.219
9 H -1.91 -13.95 -9.15  0.117
10 H -2.20 -16.33 -9.90  0.417
11 H -2.43 -16.15 -8.20  0.382
12 H -0.85 -17.89 -8.27  0.427
13 H 0.13 -16.50 -7.93  0.164
14 H -0.16 -18.15 -10.48  0.481
15 H 1.24 -17.89 -9.55  0.342
16 H -0.11 -15.64 -11.09  0.082
17 H 1.11 -16.76 -11.81  0.554
18 H 1.73 -15.32 -9.33  0.088
19 H 2.73 -15.84 -10.54  0.175
20 B -2.34 -11.84 -12.16  0.109
21 N -1.01 -12.39 -12.81  -0.115
22 C -0.83 -12.54 -14.10  -0.141
23 C 0.30 -13.32 -14.33  -1.126
24 C 0.82 -13.54 -13.06  -0.230
25 N 0.02 -12.98 -12.13  -0.099
26 N -2.27 -10.41 -11.48  0.449
27 C -3.10 -9.38 -11.73  -0.198
28 C -2.75 -8.33 -10.86  -0.743
29 C -1.65 -8.83 -10.15  -0.315
30 N -1.38 -10.09 -10.53  -0.609
31 H -3.13 -11.68 -13.07  -0.229
32 H -2.69 -12.63 -11.30  -0.205
33 H -1.51 -12.11 -14.85  0.354
34 H 0.65 -13.69 -15.28  0.349
35 H 1.69 -14.06 -12.74  0.565
36 H -3.82 -9.45 -12.53  0.366
37 H -3.16 -7.32 -10.85  0.315
38 H -1.05 -8.37 -9.38  0.434
39 C -0.72 -10.96 -5.52  -0.915
40 S -2.04 -11.48 -6.62  0.799
41 O -3.25 -10.74 -6.12  -0.802
42 C -2.17 -13.13 -6.02  0.331
43 C -1.04 -13.88 -5.75  -0.363
44 C -1.24 -15.16 -5.29  -0.613
45 C -2.52 -15.68 -5.14  -0.563
46 C -3.64 -14.92 -5.50  -0.434
47 C -3.46 -13.63 -5.93  -0.617
48 H -0.86 -11.29 -4.49  0.311
49 H -0.77 -9.87 -5.60  0.417
50 H 0.21 -11.34 -5.97  0.298
51 H -0.05 -13.51 -5.86  0.409
52 H -0.41 -15.76 -4.99  0.432
53 H -2.61 -16.71 -4.84  0.325
54 H -4.63 -15.34 -5.41  0.365
55 H -4.29 -13.02 -6.17  0.479
56 O 2.37 -11.92 -8.29  -0.847
57 S 2.30 -13.12 -7.40  1.340
58 O 3.46 -13.99 -7.55  -0.811
59 O 1.12 -13.99 -7.83  -0.832
60 O 2.00 -12.70 -6.02  -0.803

Summary:
Energy above the lowest of the compared OMol25 structures with the same formula, charge and spin, kJ/mol: 0.00
LUMO, eV: 3.9035
Total charge: -2
Calculated total energy, eV: -64028.5717
Frontier orbital gap, hartree: 0.2325
E_HOMO, Ha: -0.0890


Among the records above, which one has the highest calculated total energy?
C17H28BF3NO2